(1)
{"formula": "C5H6O2", "method": "wB97M-V/def2-TZVPD", "symbols": ["O", "C", "C", "C", "C", "C", "O", "H", "H", "H", "H", "H", "H"], "coordinates": [[2.65410, 1.29442, -0.04948], [2.24049, -0.03745, -0.25392], [0.77525, -0.19786, -0.25485], [-0.40201, -0.29828, 0.01665], [-1.70662, -0.03478, 0.95491], [-2.24050, -0.41428, -0.34648], [-2.72721, 0.41136, -1.08800], [2.24682, 1.62065, 0.76436], [2.63450, -0.70718, 0.52860], [2.67233, -0.35508, -1.20298], [-1.75762, 1.04153, 1.15156], [-1.98554, -0.63238, 1.85479], [-2.20290, -1.50920, -0.51496]], "multiplicity": 1, "molar_mass_g_mol": 98.10, "relative_energy_ev": 4.369, "orbital_gap_ev": 9.755, "e_lumo_ha": 0.0111, "total_energy_ev": -9372.726}



(2)
{"formula": "C42H103I2N14O8P5", "method": "wB97M-V/def2-TZVPD", "symbols": ["C", "O", "C", "C", "C", "C", "C", "C", "C", "C", "C", "C", "C", "C", "N", "C", "C", "N", "C", "I", "C", "C", "I", "P", "O", "O", "O", "H", "H", "H", "H", "H", "H", "H", "H", "H", "H", "H", "H", "H", "H", "H", "H", "H", "H", "H", "H", "H", "H", "H", "H", "H", "H", "H", "H", "H", "H", "H", "O", "P", "N", "C", "C", "N", "C", "C", "N", "C", "C", "H", "H", "H", "H", "H", "H", "H", "H", "H", "H", "H", "H", "H", "H", "H", "H", "H", "H", "O", "P", "N", "C", "C", "N", "C", "C", "N", "C", "C", "H", "H", "H", "H", "H", "H", "H", "H", "H", "H", "H", "H", "H", "H", "H", "H", "H", "H", "O", "P", "N", "C", "C", "N", "C", "C", "N", "C", "C", "H", "H", "H", "H", "H", "H", "H", "H", "H", "H", "H", "H", "H", "H", "H", "H", "H", "H", "O", "P", "N", "C", "C", "N", "C", "C", "N", "C", "C", "H", "H", "H", "H", "H", "H", "H", "H", "H", "H", "H", "H", "H", "H", "H", "H", "H", "H"], "coordinates": [[-1.52004, 2.23931, -7.09977], [-2.86211, 2.36062, -7.53040], [-3.66141, 1.24120, -7.20293], [-4.05137, 1.19317, -5.71886], [-4.30864, -0.22330, -5.21602], [-4.59548, -0.28811, -3.70900], [-5.06933, -1.71531, -3.32922], [-3.92205, -2.59156, -2.75202], [-3.53438, -3.81988, -3.61987], [-2.02786, -3.73827, -3.92337], [-1.38616, -5.10630, -4.23596], [0.13164, -5.09117, -4.03140], [0.99013, -4.36791, -5.10618], [2.32780, -4.99175, -5.09551], [3.37549, -5.45964, -5.09934], [1.08344, -2.79320, -4.91552], [2.26414, -2.28016, -5.64212], [3.22918, -1.89527, -6.12844], [1.03171, -2.29125, -3.46254], [2.50767, -3.15562, -2.19781], [1.21496, -0.70548, -3.48672], [0.28602, -0.09030, -2.39996], [3.21624, -0.05249, -2.97347], [0.37876, -4.72438, -6.83352], [0.10949, -6.15913, -6.91026], [1.54467, -4.33456, -7.85518], [-0.98083, -3.92410, -7.15470], [-0.87873, 2.55639, -7.92416], [-1.34100, 2.87916, -6.23150], [-1.24385, 1.21076, -6.84255], [-4.57223, 1.29383, -7.80276], [-3.14056, 0.32419, -7.51592], [-3.24549, 1.64670, -5.13332], [-4.94395, 1.80964, -5.59176], [-3.42875, -0.85161, -5.40339], [-5.16629, -0.65147, -5.74194], [-5.38918, 0.41616, -3.44765], [-3.69446, -0.04864, -3.14279], [-5.53730, -2.20361, -4.18423], [-5.82160, -1.61083, -2.54356], [-4.14651, -2.87037, -1.72354], [-3.04480, -1.93950, -2.71031], [-3.68783, -4.71728, -3.01751], [-4.12426, -3.87617, -4.53424], [-1.56806, -3.40753, -2.98957], [-1.84228, -3.06592, -4.76695], [-1.70614, -5.51711, -5.19279], [-1.78287, -5.79409, -3.48194], [0.31755, -4.72462, -3.02337], [0.46227, -6.13024, -4.03686], [0.21452, -2.35787, -5.42152], [0.03459, -2.43293, -3.06096], [0.93525, -0.29856, -4.45672], [-0.63915, 0.29546, -2.82938], [0.12804, -0.83890, -1.62261], [0.80418, 0.73886, -1.92349], [1.24975, -3.78187, -8.59039], [-0.90671, -2.96162, -7.08630], [0.39012, -6.57594, -1.13804], [1.29616, -7.75393, -0.83926], [0.16803, -9.06191, -0.94086], [-0.87995, -9.20770, 0.05373], [-0.37580, -9.19755, -2.28489], [1.76550, -7.32729, 0.75259], [1.61613, -8.18622, 1.90406], [1.65977, -5.92658, 1.13722], [2.69935, -8.82971, -0.92388], [3.77257, -8.26786, -1.76727], [2.60869, -10.26814, -1.14461], [-1.49355, -10.07724, -0.19260], [-1.53536, -8.32916, 0.11980], [-0.46627, -9.41334, 1.03887], [0.42854, -9.16114, -3.02889], [-1.09112, -8.40123, -2.52642], [-0.87175, -10.16392, -2.39854], [0.61872, -8.09226, 2.35143], [2.34914, -7.92058, 2.67183], [1.79675, -9.23343, 1.65935], [0.63331, -5.65244, 1.41446], [1.97741, -5.27861, 0.32791], [2.31413, -5.71831, 1.98723], [3.52752, -8.31541, -2.83243], [4.71114, -8.79720, -1.60078], [3.94007, -7.21855, -1.50527], [2.23565, -10.53796, -2.13827], [1.98396, -10.74245, -0.39393], [3.61190, -10.69010, -1.03715], [-2.52314, -0.48235, 1.57076], [-2.27103, 0.97317, 1.88289], [-3.39706, 1.73880, 0.81533], [-3.18147, 1.69393, -0.61764], [-4.77387, 1.39701, 1.14179], [-0.63507, 1.07491, 1.41573], [-0.09995, 2.04276, 0.48458], [0.11967, -0.17219, 1.35785], [-2.06701, 2.43348, 2.85681], [-1.96771, 2.12848, 4.29465], [-2.85033, 3.64799, 2.66594], [-3.99419, 2.21480, -1.12996], [-3.12568, 0.66929, -1.01019], [-2.27529, 2.22878, -0.89746], [-4.94894, 1.50278, 2.21829], [-5.02372, 0.36624, 0.86230], [-5.46359, 2.07799, 0.63748], [-0.20329, 1.70245, -0.55417], [0.96612, 2.20329, 0.67310], [-0.57491, 3.02046, 0.58428], [-0.05879, -0.72218, 0.42417], [-0.14269, -0.82536, 2.18563], [1.18826, 0.04108, 1.43654], [-2.93382, 1.84081, 4.72287], [-1.58352, 2.98750, 4.84613], [-1.26703, 1.30282, 4.45125], [-3.91208, 3.53001, 2.90977], [-2.76237, 4.01624, 1.64851], [-2.44092, 4.42271, 3.32035], [2.85867, 2.40213, 1.37983], [3.86663, 3.45876, 1.77005], [4.95814, 3.39466, 0.43143], [5.80756, 2.23389, 0.23001], [4.30163, 3.77318, -0.81036], [4.44414, 2.75714, 3.21404], [5.83545, 2.50563, 3.50736], [3.58676, 1.77365, 3.86374], [4.46658, 5.02524, 2.30855], [3.37161, 5.88492, 2.79458], [5.43516, 5.82407, 1.56883], [6.40753, 2.37637, -0.67172], [5.23981, 1.29925, 0.12404], [6.52420, 2.12085, 1.04137], [3.71885, 4.69148, -0.67302], [3.61961, 2.98990, -1.15826], [5.03535, 3.97922, -1.59302], [6.16610, 1.54010, 3.10443], [5.99629, 2.48516, 4.58944], [6.48294, 3.29192, 3.11731], [3.67498, 0.77862, 3.40824], [2.54330, 2.07376, 3.81414], [3.85135, 1.69596, 4.92106], [2.76020, 6.26303, 1.96795], [3.75735, 6.73091, 3.36259], [2.72013, 5.32002, 3.46800], [5.05451, 6.20402, 0.61424], [6.34786, 5.26550, 1.38557], [5.70689, 6.68374, 2.18751], [0.98395, 6.85556, 5.62691], [-0.42842, 7.16923, 6.05896], [-0.30812, 6.91057, 7.76080], [-0.09935, 5.57161, 8.28452], [0.60410, 7.85797, 8.38674], [-1.22550, 5.93682, 5.18739], [-2.10296, 4.95422, 5.77604], [-0.52635, 5.41335, 4.01850], [-1.95589, 8.04284, 6.20217], [-2.02600, 9.18619, 5.27489], [-2.56397, 8.40753, 7.47639], [-0.03524, 5.61515, 9.37385], [0.81476, 5.09844, 7.90280], [-0.94778, 4.92476, 8.06877], [0.39232, 8.87664, 8.04272], [1.65321, 7.63862, 8.15649], [0.47064, 7.85270, 9.47067], [-1.54473, 4.09044, 6.15969], [-2.81126, 4.58497, 5.02802], [-2.70355, 5.37441, 6.58394], [0.23907, 4.67763, 4.29988], [-0.03877, 6.21285, 3.46671], [-1.23159, 4.93380, 3.33484], [-1.38958, 10.01690, 5.59660], [-3.05079, 9.54704, 5.18334], [-1.70094, 8.87576, 4.27723], [-1.98877, 9.14839, 8.04210], [-2.72146, 7.53366, 8.10079], [-3.54983, 8.83376, 7.27138]], "multiplicity": 1, "molar_mass_g_mol": 1341.05, "orbital_gap_ev": 7.718, "e_lumo_ha": -0.0097, "total_energy_ev": -145107.524}



(3)
{"formula": "C2H4NO3P", "method": "wB97M-V/def2-TZVPD", "symbols": ["C", "C", "N", "O", "O", "O", "P", "H", "H", "H", "H"], "coordinates": [[-0.56532, -1.29886, -0.05748], [-1.06359, 0.07940, 0.41772], [-0.24082, 1.04887, -0.26042], [-1.09520, -2.35913, 0.09412], [2.21062, 0.58682, 0.66714], [0.77464, -1.14058, -0.45359], [1.29659, 0.41635, -0.49428], [-2.08063, 0.11854, 0.05086], [-0.86879, 0.18297, 1.53666], [-0.12443, 1.86117, 0.35147], [1.75692, 0.50442, -1.85219]], "multiplicity": 1, "molar_mass_g_mol": 121.03, "relative_energy_ev": 0.201, "orbital_gap_ev": 11.314, "e_lumo_ha": 0.0210, "smiles": "O=C1CN[P@@H](=O)O1", "total_energy_ev": -19061.451}



(4)
{"formula": "C10H13N2O2S", "method": "wB97M-V/def2-TZVPD", "symbols": ["C", "C", "C", "C", "C", "C", "C", "C", "C", "C", "N", "N", "O", "O", "S", "H", "H", "H", "H", "H", "H", "H", "H", "H", "H", "H", "H", "H"], "coordinates": [[1.13931, -3.14142, -0.64946], [1.56761, -1.15134, 0.27925], [0.46260, -0.85774, -0.41214], [-2.84552, -0.93569, -0.16274], [-2.36232, -0.49078, -1.27393], [-0.55215, 0.89900, 0.88927], [-2.48110, -0.43701, 1.12726], [-1.19155, 0.50668, -1.43778], [2.59140, -0.32522, 1.05426], [0.77581, 1.55053, -0.92009], [1.92096, -2.49584, 0.13245], [-0.14037, 0.46654, -0.41868], [-3.18419, -0.69792, 2.18005], [0.12879, 2.76998, -0.83649], [-0.22329, -2.17917, -1.23928], [1.32920, -4.18868, -1.06274], [-3.65205, -1.53786, -0.17090], [-2.72785, -0.84135, -2.19191], [0.08864, 0.33347, 1.59684], [-0.73180, 0.16142, -2.38467], [-1.80901, 1.50594, -1.27392], [3.48697, -0.10682, 0.44494], [2.14756, 0.51480, 1.51366], [2.91822, -0.86519, 2.05510], [1.80918, 1.53274, -0.41224], [0.98798, 1.27829, -2.02085], [-2.83516, -0.20704, 2.86380], [-0.04064, 3.04569, 0.13919]], "multiplicity": 1, "molar_mass_g_mol": 225.29, "relative_energy_ev": 4.231, "orbital_gap_ev": 7.319, "e_lumo_ha": -0.1794, "total_charge": 1, "total_energy_ev": -28476.095}



(5)
{"formula": "C20H47NNbO2", "method": "wB97M-V/def2-TZVPD", "symbols": ["C", "C", "C", "C", "C", "C", "C", "C", "C", "C", "C", "Nb", "C", "C", "C", "O", "O", "H", "H", "H", "H", "H", "H", "H", "H", "H", "H", "H", "H", "H", "H", "H", "H", "H", "H", "H", "H", "H", "H", "H", "H", "H", "H", "H", "H", "H", "H", "H", "H", "C", "C", "N", "C", "C", "C", "C", "H", "H", "H", "H", "H", "H", "H", "H", "H", "H", "H", "H", "H", "H", "H"], "coordinates": [[4.00385, -3.37778, -1.17829], [4.27058, -2.12178, -2.01999], [3.82751, -0.80451, -1.35849], [3.29197, 0.23901, -2.34948], [3.45144, 1.69386, -1.87552], [2.27635, 2.59080, -2.27422], [0.97096, 2.22519, -1.53978], [-0.18536, 1.83781, -2.46414], [-1.54911, 1.67428, -1.77962], [-1.85609, 0.27998, -1.16074], [-0.69488, -0.53680, -0.57071], [-1.12203, -2.75184, -0.35251], [-0.37970, -3.57253, -2.33713], [-0.41476, -2.55235, -3.49284], [0.07268, -3.12234, -4.79523], [-0.58524, -3.33998, -5.76039], [1.39113, -3.42111, -4.83561], [3.83968, -4.25557, -1.80875], [4.85308, -3.60827, -0.52803], [3.12946, -3.25206, -0.53453], [5.34516, -2.06515, -2.22814], [3.77968, -2.21005, -2.99772], [3.03907, -1.02893, -0.63007], [4.66397, -0.36758, -0.80000], [3.77842, 0.10928, -3.32427], [2.22496, 0.04164, -2.51453], [4.39209, 2.11082, -2.25219], [3.53216, 1.69511, -0.77982], [2.54466, 3.63564, -2.08367], [2.10671, 2.49469, -3.35592], [0.64091, 3.05167, -0.90226], [1.18008, 1.38954, -0.86555], [-0.25750, 2.59894, -3.25172], [0.05847, 0.89267, -2.97029], [-1.66998, 2.45615, -1.01997], [-2.32367, 1.87091, -2.53033], [-2.58458, 0.41269, -0.35274], [-2.38817, -0.30822, -1.91915], [0.19199, -0.53207, -1.22470], [-0.38044, -0.12500, 0.39180], [-2.91216, -2.64264, -0.82482], [-1.66834, -4.39716, 0.27494], [0.53253, -3.17270, 0.38991], [-1.60788, -2.33182, 1.37479], [-1.04914, -4.41099, -2.58294], [0.62286, -4.01145, -2.24975], [0.21896, -1.68481, -3.25432], [-1.42535, -2.17436, -3.66374], [1.78919, -3.19799, -3.97844], [-0.59196, 2.44659, 2.61360], [-1.37927, 2.65459, 3.89360], [-2.76146, 2.22356, 3.78660], [-3.58900, 2.69061, 4.87952], [-3.27149, 2.18972, 6.29520], [-2.96819, 0.83697, 3.37597], [-2.27637, -0.25529, 4.19422], [-1.11338, 2.89294, 1.76707], [0.39169, 2.91202, 2.69931], [-0.43568, 1.39167, 2.39506], [-1.39962, 3.72318, 4.13210], [-0.83957, 2.16599, 4.72204], [-4.62666, 2.44135, 4.63892], [-3.53143, 3.78492, 4.88283], [-3.53686, 1.14174, 6.42681], [-3.83882, 2.76966, 7.02724], [-2.21287, 2.30333, 6.53280], [-2.65312, 0.72749, 2.33594], [-4.04815, 0.66754, 3.37317], [-1.21431, -0.04241, 4.32841], [-2.34550, -1.20465, 3.66110], [-2.72414, -0.38438, 5.18012]], "multiplicity": 1, "molar_mass_g_mol": 426.51, "orbital_gap_ev": 7.714, "e_lumo_ha": 0.1021, "total_charge": -1, "total_energy_ev": -28633.043}